1.
Density functional theory data (the ωB97M-V functional and the def2-TZVPD basis) for C2H6N2S3 in the gas phase at a distorted geometry.

Bonds (Å) are listed after each position.
Atoms and positions in Å:
1 C -0.01 0.55 0.14  N4 1.329, S5 1.629, S7 2.054
2 C -1.10 -1.60 -0.26  N4 1.435, H8 1.122, H9 1.118, H10 1.091
3 N 3.01 0.76 0.14  S7 1.669, H11 0.980, H12 0.950
4 N -1.10 -0.19 0.01  C1 1.329, C2 1.435, S6 1.775
5 S 0.04 2.17 0.33  C1 1.629
6 S -2.73 0.45 -0.28  N4 1.775, H13 1.408
7 S 1.81 -0.39 0.34  C1 2.054, N3 1.669
8 H -0.72 -2.15 0.65  C2 1.122
9 H -2.18 -1.89 -0.29  C2 1.118
10 H -0.47 -1.88 -1.10  C2 1.091
11 H 2.67 1.47 0.73  N3 0.980
12 H 3.23 1.03 -0.74  N3 0.950
13 H -2.44 1.68 0.35  S6 1.408

Properties
Gap between HOMO and LUMO (alpha / beta) ... 6.1 / 6.0 eV
ΔE to the lowest compared entry with this formula, charge and spin ... 53.2 kcal/mol
Multiplicity ... 3
Net charge ... 0
LUMO (alpha / beta) ... 0.513 / -2.825 eV

***

2.
Density functional theory data (the ωB97M-V functional and the def2-TZVPD basis) for C16H16BrN3O3 in the gas phase.

Bonds (Å) are listed after each position.
Atoms and positions in Å:
1 O 3.31 0.77 -1.29  C2 1.208
2 C 3.39 1.19 -0.16  O1 1.208, C3 1.535, N12 1.354
3 C 2.83 2.56 0.25  C2 1.535, O4 1.405, H24 1.098, H25 1.095
4 O 1.65 2.87 -0.44  C3 1.405, C5 1.359
5 C 0.52 2.18 -0.15  O4 1.359, C6 1.391, C11 1.397
6 C 0.39 1.24 0.86  C5 1.391, C7 1.385, H26 1.078
7 C -0.84 0.65 1.11  C6 1.385, C8 1.380, H27 1.079
8 C -1.93 0.99 0.34  C7 1.380, Br9 1.900, C10 1.386
9 Br -3.63 0.21 0.71  C8 1.900
10 C -1.82 1.91 -0.69  C8 1.386, C11 1.377, H28 1.079
11 C -0.60 2.50 -0.93  C5 1.397, C10 1.377, H29 1.078
12 N 4.02 0.52 0.84  C2 1.354, C13 1.446, H30 1.007
13 C 4.63 -0.77 0.59  N12 1.446, C14 1.532, H31 1.093, H32 1.092
14 C 3.67 -1.93 0.88  C13 1.532, N15 1.440, H33 1.097, H34 1.095
15 N 2.48 -1.83 0.08  C14 1.440, C16 1.346, H35 1.013
16 C 1.24 -1.99 0.58  N15 1.346, O17 1.219, C18 1.496
17 O 1.01 -2.25 1.75  C16 1.219
18 C 0.17 -1.82 -0.44  C16 1.496, C19 1.390, N23 1.330
19 C -1.11 -2.31 -0.20  C18 1.390, C20 1.385, H36 1.079
20 C -2.08 -2.13 -1.17  C19 1.385, C21 1.386, H37 1.080
21 C -1.74 -1.44 -2.33  C20 1.386, C22 1.389, H38 1.079
22 C -0.43 -1.00 -2.47  C21 1.389, N23 1.318, H39 1.082
23 N 0.50 -1.19 -1.56  C18 1.330, C22 1.318
24 H 2.69 2.64 1.34  C3 1.098
25 H 3.55 3.32 -0.06  C3 1.095
26 H 1.22 0.94 1.47  C6 1.078
27 H -0.93 -0.08 1.91  C7 1.079
28 H -2.68 2.16 -1.29  C10 1.079
29 H -0.48 3.22 -1.73  C11 1.078
30 H 3.98 0.85 1.79  N12 1.007
31 H 4.91 -0.79 -0.46  C13 1.093
32 H 5.52 -0.87 1.21  C13 1.092
33 H 4.19 -2.87 0.68  C14 1.097
34 H 3.35 -1.93 1.93  C14 1.095
35 H 2.54 -1.50 -0.88  N15 1.013
36 H -1.32 -2.82 0.73  C19 1.079
37 H -3.09 -2.50 -1.02  C20 1.080
38 H -2.47 -1.26 -3.10  C21 1.079
39 H -0.11 -0.46 -3.36  C22 1.082

Properties
Gap between HOMO and LUMO ... 9.0 eV
ΔE to the lowest compared entry with this formula, charge and spin ... 0.0 kcal/mol
SMILES ... O=C(COc1ccc(Br)cc1)NCCNC(=O)c1ccccn1
Net charge ... 0
LUMO ... 0.563 eV